A single C5H8 molecule. Source: OMol25; level of theory: ωB97M-V/def2-TZVPD.

As for the total energy: -5312.4759 eV. The SMILES is CC#CCC. The value obtained for the energy above the lowest of the compared OMol25 structures with the same formula, charge and spin is 1.691 eV. The calculation puts the gap between HOMO and LUMO at 10.365 eV. Its LUMO energy is 1.1 eV.

Geometry as ORCA input:
```
! wB97M-V def2-TZVPD RIJCOSX def2/J DEFGRID3
* xyz 0 1
C -1.93 0.59 -0.21
C -1.19 -0.44 0.65
C 0.19 -0.01 0.89
C 1.33 0.11 0.51
C 2.48 -0.12 -0.35
H -2.26 1.45 0.38
H -2.79 0.12 -0.69
H -1.26 0.96 -0.99
H -1.05 -1.35 0.06
H -1.74 -0.72 1.55
H 3.39 0.40 -0.06
H 2.66 -1.20 -0.39
H 2.18 0.20 -1.36
*
```